Record 1
3 unconnected molecules or ions with the total composition C2H11N3O2 in a non-equilibrium geometry. Source: the Open Molecules 2025 dataset; level of theory: ωB97M-V with the def2-TZVPD basis set.

Output
E_HOMO (alpha / beta) ... -14.836 / -14.758 eV
Kohn-Sham gap (alpha / beta) ... 11.4 / 6.4 eV
Calculated total energy ... -397.20241 Ha
Expectation value of S² ... 0.762
2S+1 ... 2
Charge ... +1
Relative energy (zero: lowest compared OMol25 entry of this formula, charge and spin) ... 110.81 kJ/mol

The geometry in XYZ format:
```
18
Properties=species:S:1:pos:R:3:forces:R:3:mulliken_spin:R:1
C 0.49071 -1.69311 0.98564 4.59 0.16 -2.41 0.00
N 0.07253 -0.74952 -0.05601 -3.49 -1.08 -3.34 0.16
C -0.52248 0.45193 0.21716 3.61 -3.19 0.56 -0.04
N -0.06100 0.86493 1.35461 -1.03 4.03 2.91 0.10
N -1.27390 1.20974 -0.58679 -0.23 0.41 -0.57 0.78
H 0.06251 -1.67871 1.91258 -2.26 0.18 2.02 0.01
H 1.58038 -1.47805 1.26824 -1.03 0.13 -0.47 0.01
H 0.64224 -2.68677 0.55964 -0.78 0.13 0.01 0.00
H -0.25885 -1.19506 -0.98396 0.64 0.88 1.94 0.00
H -0.47409 1.77673 1.63464 0.96 -1.00 0.40 0.00
H 0.71957 0.50075 1.90980 -0.57 0.06 -0.58 0.00
H -1.37187 2.15111 -0.16647 -0.22 -0.43 -0.30 -0.03
H 3.59453 1.73594 -1.38657 -0.31 0.58 0.76 0.00
H 2.51306 0.78822 -1.09805 0.24 1.40 0.90 0.00
O 2.86099 1.65844 -0.73722 -0.03 -2.06 -1.65 0.00
H -3.40776 -0.92691 -1.25108 -0.20 -0.69 -0.47 0.00
H -2.44019 0.08626 -1.64292 0.00 -0.81 -1.06 0.00
O -2.72640 -0.81594 -1.93323 0.11 1.28 1.35 0.01
```
Forces are in eV/Å.

Record 2
A single C5H8ClOP molecule in a non-equilibrium geometry. Source: the Open Molecules 2025 dataset; level of theory: ωB97M-V with the def2-TZVPD basis set.

Output
E_HOMO ... -8.865 eV
Kohn-Sham gap ... 9.7 eV
Structure (SMILES) ... C=C=CCCP(O)Cl
Calculated total energy ... -1072.04913 Ha
Charge ... 0
Relative energy (zero: lowest compared OMol25 entry of this formula, charge and spin) ... 221.09 kJ/mol

The geometry in XYZ format:
```
16
Properties=species:S:1:pos:R:3:forces:R:3:lowdin_charge:R:1
C -2.13445 -1.01739 0.31413 -1.71 -1.96 -0.09 -0.03
C -1.46907 -0.09991 0.93576 -0.05 -2.01 0.11 -0.17
C -0.57881 0.65546 1.45454 0.29 1.08 -0.08 -0.15
C 0.77554 0.77894 0.86813 1.64 -0.85 -0.15 -0.27
C 1.02895 0.11687 -0.54252 -1.65 0.51 1.29 -0.40
P 1.29048 -1.71092 -0.39944 -1.92 0.52 -2.17 0.44
O 1.56168 -1.95744 -2.05299 0.13 0.54 1.04 -0.37
Cl 3.11786 -1.82085 0.28925 2.12 0.00 0.77 0.28
H -2.17405 -2.18608 0.48452 0.15 2.76 0.08 0.11
H -2.91790 -0.56694 -0.29764 0.25 -0.64 -0.71 0.06
H -0.91209 1.48709 2.04065 0.06 -0.05 1.20 0.11
H 0.90095 1.85352 0.81412 0.71 0.21 -0.29 0.10
H 1.61013 0.35736 1.55021 -1.39 0.83 -0.65 0.11
H 0.09452 0.18519 -1.16452 0.82 0.04 0.47 0.09
H 1.77076 0.78103 -0.94675 0.77 -0.50 -0.79 0.07
H 1.03638 -2.67913 -2.38708 -0.21 -0.47 -0.04 0.02
```
Forces are in eV/Å.

Record 3
A molecular structure, C21H43N6O5Re in a non-equilibrium geometry. Source: the Open Molecules 2025 dataset; level of theory: ωB97M-V with the def2-TZVPD basis set.

Output
E_HOMO (alpha / beta) ... -17.648 / -17.657 eV
Kohn-Sham gap (alpha / beta) ... 5.6 / 6.0 eV
Calculated total energy ... -1608.03446 Ha
Expectation value of S² ... 0.757
2S+1 ... 2
Charge ... +3
Relative energy (zero: lowest compared OMol25 entry of this formula, charge and spin) ... 0.00 kJ/mol

The geometry in XYZ format:
```
76
Properties=species:S:1:pos:R:3:forces:R:3:mulliken_spin:R:1
Re -1.39620 0.62020 0.03190 2.11 -0.34 -3.36 0.86
C 1.92000 -3.22190 -2.18160 -0.14 -0.20 0.02 0.00
C 1.27250 -3.33080 -0.80300 0.25 -0.79 0.24 0.00
C 2.29180 -3.10500 0.33260 -0.21 0.08 -0.33 0.00
C 3.10850 -1.79700 0.41800 0.30 -0.44 0.31 0.00
C 3.57400 -1.64410 1.86440 0.07 0.07 -0.13 0.00
C 4.32910 -1.75210 -0.49500 0.03 0.09 -0.05 0.00
N 2.19800 -0.61870 0.00490 -0.08 0.11 -0.13 0.01
C 2.35440 0.64000 0.78050 -0.03 0.48 0.19 -0.01
C 1.52960 1.83210 0.27650 0.53 -0.23 -0.39 0.02
N 0.10690 2.07720 0.70250 -0.31 -0.67 -0.26 -0.03
C -0.25910 3.31620 -0.04140 -1.05 0.78 -0.68 0.00
C -1.77150 3.38340 -0.42860 2.77 3.91 1.65 0.02
O -2.35680 4.41890 -0.43790 -0.29 -0.89 -0.31 0.00
O -2.21030 2.21470 -0.76070 -1.34 -4.74 0.60 0.01
C -0.15640 2.32150 2.19550 -0.16 0.13 0.64 0.00
C 1.02260 2.16840 3.15490 -0.09 0.04 -0.09 0.00
C -1.43960 1.59140 2.67840 0.55 -0.26 -0.28 0.00
C -1.50070 0.04240 2.88760 -0.41 0.23 0.66 0.03
C -0.93100 -0.40980 4.23080 0.07 -0.02 -0.05 0.00
C -2.97490 -0.37520 2.83420 0.14 0.00 -0.10 0.00
N -0.71860 -0.60080 1.75100 -0.31 1.07 -0.55 0.01
C -0.63520 -2.08940 1.81560 -0.25 -1.01 -0.48 -0.01
C -0.82650 -2.83470 0.48020 0.10 -0.16 0.00 0.02
N 0.05070 -2.51120 -0.64530 0.15 0.89 0.90 -0.01
C -0.63000 -2.19340 -1.86920 0.08 0.78 -1.00 0.01
C -0.16880 -0.79670 -2.40960 -0.86 -3.49 -1.23 0.00
O 0.14560 -0.60560 -3.53890 0.04 0.72 0.13 0.00
O -0.07340 0.08880 -1.44370 -1.82 3.26 3.74 -0.02
H 2.92690 -3.62390 -2.13560 0.11 -0.02 0.02 0.00
H 1.96870 -2.20580 -2.55900 0.13 0.18 -0.11 0.00
H 1.39770 -3.82350 -2.92260 -0.04 0.10 -0.03 0.00
H 0.97200 -4.38600 -0.68150 0.05 0.14 -0.01 0.00
H 3.01830 -3.91460 0.25160 0.01 0.01 0.09 0.00
H 1.78140 -3.26070 1.28140 0.04 -0.04 0.11 0.00
H 4.19270 -2.50250 2.11760 -0.03 -0.11 -0.04 0.00
H 2.74920 -1.62740 2.57370 -0.14 0.00 0.14 0.00
H 4.19910 -0.76730 2.00830 0.06 0.07 0.06 0.00
H 4.91720 -2.66040 -0.39150 -0.03 -0.09 0.06 0.00
H 4.98900 -0.93070 -0.22100 0.03 0.14 -0.01 0.00
H 4.07300 -1.65140 -1.54660 -0.05 -0.04 -0.13 0.00
H 1.21550 -0.95680 -0.01030 0.20 -0.15 -0.23 0.01
H 2.42620 -0.41290 -0.97790 -0.20 -0.10 0.23 0.00
H 3.39930 0.94450 0.66790 -0.12 -0.06 0.09 0.00
H 2.19900 0.43610 1.83450 0.08 -0.14 -0.10 0.00
H 1.49400 1.73710 -0.81330 -0.01 0.24 0.17 0.00
H 2.10430 2.73690 0.50510 -0.15 -0.13 0.01 0.00
H 0.23760 3.34270 -1.01530 0.15 -0.10 0.14 0.00
H 0.00070 4.22660 0.50050 0.11 -0.16 0.01 0.00
H -0.41940 3.38210 2.26750 -0.01 -0.16 -0.14 0.00
H 1.27530 1.14810 3.42270 0.05 -0.11 -0.03 0.00
H 0.75410 2.66590 4.08560 -0.07 0.02 0.04 0.00
H 1.90890 2.67880 2.79230 0.14 0.04 -0.04 0.00
H -2.27400 1.89480 2.02070 -0.27 0.07 -0.11 0.00
H -1.69010 2.04500 3.64040 -0.21 0.01 -0.09 0.00
H -1.32350 0.20490 5.03490 -0.07 0.14 0.06 0.00
H 0.15160 -0.36770 4.28060 0.22 0.07 0.02 0.00
H -1.23230 -1.42950 4.45400 0.02 -0.10 -0.01 0.00
H -3.56400 0.29090 3.45900 -0.01 0.11 0.09 0.00
H -3.12690 -1.37570 3.22780 0.00 -0.12 -0.03 0.00
H -3.38260 -0.33530 1.82450 -0.08 0.04 -0.04 0.00
H 0.22900 -0.27150 1.94340 -0.03 0.05 -0.19 0.01
H -1.43680 -2.47780 2.44570 0.07 0.24 0.08 0.00
H 0.30490 -2.36800 2.29620 -0.09 0.22 0.01 0.00
H -1.85250 -2.64030 0.16430 0.03 -0.15 0.04 0.00
H -0.74870 -3.90230 0.71950 -0.11 -0.01 0.07 0.00
H -1.70600 -2.09770 -1.71600 0.03 -0.15 0.02 0.01
H -0.45470 -2.91800 -2.66650 -0.18 0.12 0.08 0.00
N -5.25090 -1.17470 -0.68590 0.04 -0.06 -0.01 0.00
C -4.24980 -0.34720 -0.98390 -0.85 -0.14 -0.24 -0.01
N -4.46950 0.66460 -1.81060 0.19 0.16 -0.10 0.00
O -3.11220 -0.57570 -0.44700 1.21 0.59 0.41 0.09
H -6.16520 -1.08570 -1.09850 -0.03 0.06 -0.08 0.00
H -5.11350 -1.95960 -0.07020 0.15 0.06 -0.03 0.00
H -5.37590 0.80670 -2.23090 0.03 0.04 0.00 0.00
H -3.74350 1.33740 -2.02020 -0.22 -0.17 0.04 0.00
```
Forces are in eV/Å.

Record 4
3 unconnected molecules or ions with the total composition C31H34BN2O10 in a non-equilibrium geometry. Source: the Open Molecules 2025 dataset; level of theory: ωB97M-V with the def2-TZVPD basis set.

Output
E_HOMO ... -5.331 eV
Kohn-Sham gap ... 4.8 eV
Calculated total energy ... -2087.82752 Ha
Charge ... -1

The geometry in XYZ format:
```
78
Properties=species:S:1:pos:R:3:forces:R:3:lowdin_charge:R:1
C 0.48392 -5.35998 1.25814 1.40 2.13 2.22 -0.04
C 1.09744 -4.37501 2.21052 -1.28 -1.25 -2.64 -0.08
C 1.94784 -3.04590 1.76632 1.79 -1.14 -0.60 -0.22
O 2.35649 -2.85932 0.36338 -1.27 -0.91 1.68 -0.03
B 3.11802 -1.56073 0.36399 -3.07 -0.25 -0.92 -0.97
C 2.92982 -0.68371 -1.03824 -2.08 0.23 -0.80 -0.07
O 4.11503 0.16969 -1.34994 -0.39 2.93 2.03 -0.14
C 4.20353 1.29570 -0.39907 4.87 -1.73 4.19 -0.26
C 3.22297 2.61000 -0.35609 0.23 0.63 0.37 -0.03
O 5.20376 1.21322 0.52207 -6.30 0.91 -6.01 -0.04
O 4.52411 -1.91478 0.63728 2.60 -3.55 -4.21 0.07
C 4.89057 -2.83489 -0.49050 -0.18 -4.22 -3.82 -0.13
N 5.06462 -3.71651 -1.45375 -1.27 8.04 8.67 0.07
O 2.34714 -0.76328 1.34633 -1.82 -0.57 2.72 0.00
C 1.29860 -1.53853 2.09001 1.60 -1.30 -0.66 -0.24
C 1.42829 -1.33044 3.71131 0.87 0.39 0.50 -0.12
C 1.83141 0.18271 4.19223 -0.18 0.56 1.31 -0.19
C 0.51640 1.12107 4.62209 0.92 -0.28 -0.33 -0.21
C 0.73461 2.56545 3.84869 0.03 -0.85 0.36 -0.18
C -0.42592 3.67717 4.17216 1.93 1.05 -1.66 -0.24
O -0.35811 4.08928 5.59389 -2.62 -1.54 -1.27 -0.26
C -1.67217 3.70392 6.14677 0.34 -0.81 0.96 -0.15
C -0.22656 -1.45276 1.39985 -0.92 0.25 0.33 -0.06
C -1.40884 -2.08137 2.32252 -2.34 1.37 -4.18 -0.01
C -2.93605 -2.05813 1.63848 5.44 2.00 -2.57 -0.04
C -2.89447 -1.37847 0.12035 1.42 -0.22 1.28 -0.08
C -1.58260 -0.76115 -0.61712 -0.43 -2.26 4.13 -0.07
N -0.25283 -0.81537 0.05574 -4.90 -2.11 2.33 0.09
H 1.15118 -5.92566 0.46867 -1.82 2.23 0.83 0.07
H -0.67571 -5.52959 1.34454 2.63 -0.81 0.50 0.05
H 0.95345 -4.54363 3.37843 -0.67 1.19 -2.55 0.11
H 2.97185 -3.17739 2.31889 -1.80 0.82 -0.32 0.15
H 2.67517 -1.39974 -1.95039 0.95 1.62 1.51 0.14
H 2.01978 0.08181 -0.95120 1.80 -2.06 -0.05 0.10
H 3.30034 3.27081 -1.34595 -0.28 -1.79 1.96 0.09
H 3.61814 3.31818 0.52064 -0.63 -1.88 -1.94 0.10
H 2.09860 2.36757 -0.08793 2.38 0.15 -0.91 0.08
H 0.48604 -1.66193 4.32984 1.66 0.62 -1.42 0.10
H 2.31350 -2.04784 4.06691 -1.92 1.55 -0.92 0.13
H 2.48273 0.12083 5.19119 -1.25 -0.12 -2.24 0.11
H 2.47362 0.79777 3.43258 -1.24 -1.62 1.14 0.11
H 0.50747 1.23322 5.80802 -0.10 -0.03 -2.61 0.11
H -0.44709 0.54048 4.29514 1.61 1.37 0.48 0.10
H 0.84865 2.31143 2.68808 -0.59 0.73 2.43 0.13
H 1.81402 2.95076 4.17864 -2.49 -0.54 -0.57 0.13
H -0.13749 4.64981 3.54419 -0.67 -1.99 1.24 0.13
H -1.49543 3.36576 3.81009 2.05 0.35 0.93 0.12
H -1.90494 2.58498 5.80399 0.20 2.48 0.69 0.10
H -2.49444 4.46836 5.78853 1.46 -1.63 0.81 0.10
H -1.56766 3.65708 7.32987 -0.32 0.44 -2.53 0.10
H -1.26830 -2.55604 3.39542 -0.05 1.18 -2.65 0.09
H -3.89131 -2.49715 2.15030 2.04 1.01 -1.22 0.07
H -3.91873 -1.33966 -0.48032 2.36 -0.05 1.42 0.06
H -1.68304 -0.29787 -1.70935 0.40 -1.07 2.79 0.08
C -0.33750 1.91474 -4.11339 -0.19 0.30 -0.46 0.00
C -0.12707 1.90278 -5.43320 -0.21 0.08 0.41 0.01
C 1.12894 1.37753 -6.00395 0.25 -0.12 -0.62 -0.39
O 1.32321 1.36802 -7.21171 -0.16 0.05 0.50 0.08
C 2.14214 0.86482 -5.06036 -0.04 0.01 0.32 0.03
C 1.93172 0.87679 -3.74054 0.40 -0.12 -0.29 0.04
C 0.67570 1.40204 -3.16980 -0.04 -0.09 0.87 -0.35
O 0.48143 1.41154 -1.96204 -0.08 0.28 -0.95 0.08
H -1.25278 2.29711 -3.67831 0.15 -0.03 -0.02 0.10
H -0.86072 2.27458 -6.13843 0.03 0.00 -0.02 0.12
H 3.05743 0.48245 -5.49544 -0.03 0.01 0.00 0.12
H 2.66536 0.50498 -3.03532 0.00 0.09 -0.06 0.08
C -5.09847 -1.68868 -4.87470 0.42 -0.03 0.16 0.02
C -3.97796 -1.20203 -4.33251 -0.21 -0.37 -0.15 0.03
C -3.84795 0.22990 -3.99804 0.67 0.21 0.32 -0.36
O -2.82201 0.67654 -3.50361 -0.86 -0.34 -0.27 0.07
C -5.00407 1.10241 -4.28426 -0.43 0.08 -0.17 0.03
C -6.12458 0.61577 -4.82644 0.27 0.38 0.18 0.02
C -6.25459 -0.81617 -5.16092 -0.73 -0.40 -0.36 -0.39
O -7.28053 -1.26281 -5.65535 0.64 0.31 0.31 0.10
H -5.21002 -2.73619 -5.12673 -0.02 0.04 0.00 0.12
H -3.12149 -1.82921 -4.11586 0.00 0.04 0.02 0.13
H -4.89252 2.14992 -4.03223 0.03 -0.03 0.01 0.12
H -6.98105 1.24294 -5.04310 0.01 -0.05 0.00 0.12
```
Forces are in eV/Å.

Record 5
A molecular structure, C13H22CrIN5O. Source: the Open Molecules 2025 dataset; level of theory: ωB97M-V with the def2-TZVPD basis set.

Output
E_HOMO (alpha / beta) ... -18.593 / -18.594 eV
Kohn-Sham gap (alpha / beta) ... 7.4 / 8.3 eV
Calculated total energy ... -2198.88431 Ha
Expectation value of S² ... 3.786
2S+1 ... 4
Charge ... +3
Relative energy (zero: lowest compared OMol25 entry of this formula, charge and spin) ... 0.00 kJ/mol

The geometry in XYZ format:
```
43
Properties=species:S:1:pos:R:3:forces:R:3:mulliken_spin:R:1
Cr 0.41251 0.72701 0.35599 -0.15 -0.16 0.06 3.18
C -1.68787 -1.15108 0.51659 0.02 0.00 -0.01 0.00
C -1.37629 -0.90469 1.97941 0.00 -0.01 -0.01 0.01
N 0.02741 -0.38710 2.11462 0.03 0.00 0.01 -0.04
C 1.04126 -1.48071 2.29330 0.01 0.01 -0.01 -0.02
C 1.87612 -1.67404 1.05660 -0.03 0.01 -0.01 0.02
C 2.82117 -2.66954 0.91531 0.00 -0.02 -0.01 0.00
C 3.56417 -2.71981 -0.25699 0.00 -0.01 0.00 0.01
C 3.36536 -1.77118 -1.25940 0.00 0.00 0.00 0.00
C 2.41566 -0.79824 -1.06048 -0.01 0.00 0.01 0.04
C 2.12881 0.34084 -2.00432 0.00 0.00 0.01 -0.05
N 0.75405 0.84939 -1.71496 0.03 -0.02 -0.02 -0.05
C -0.27243 -0.06470 -2.32030 -0.01 0.01 0.00 -0.01
C -1.61327 0.17257 -1.66158 0.00 0.01 0.00 0.02
N -1.43648 0.14797 -0.17597 -0.03 0.00 0.00 -0.13
N 1.67744 -0.77378 0.07468 0.00 0.05 0.00 -0.07
H -2.72485 -1.46201 0.38159 0.00 0.01 -0.01 0.00
H -1.04348 -1.91263 0.07336 0.00 -0.01 0.01 0.00
H -1.51652 -1.80399 2.57799 0.01 -0.01 0.00 0.00
H -2.04427 -0.13597 2.36971 0.00 -0.02 0.01 0.00
H 0.05335 0.19646 2.94811 -0.01 -0.02 0.02 0.01
H 0.53948 -2.41078 2.56365 0.01 -0.01 0.02 0.00
H 1.69437 -1.22403 3.12908 0.01 0.02 -0.01 0.00
H 2.97750 -3.39370 1.70416 0.00 0.00 0.00 0.00
H 4.30491 -3.49795 -0.39217 0.00 0.00 0.00 0.00
H 3.94700 -1.79545 -2.17136 0.00 0.00 0.00 0.00
H 2.21927 0.03402 -3.04760 -0.01 -0.01 0.00 0.00
H 2.84545 1.14819 -1.83809 0.00 0.00 0.00 0.00
H 0.65778 1.77314 -2.13442 0.01 -0.01 0.00 0.01
H 0.06275 -1.08908 -2.15156 0.01 0.00 0.01 0.00
H -0.33126 0.08863 -3.39838 0.00 0.00 0.00 0.00
H -2.34164 -0.57800 -1.97010 -0.01 0.01 0.00 0.00
H -2.01258 1.15102 -1.93045 0.00 0.00 0.00 0.00
H -2.08268 0.82692 0.23648 0.00 0.01 0.04 0.01
N 0.64321 4.60023 1.59809 0.00 -0.01 0.03 0.02
C -0.22867 3.70725 1.21875 -0.22 -0.11 0.12 0.01
O 0.13447 2.50536 0.98575 0.40 0.20 -0.16 0.04
C -1.66381 4.08385 1.08254 0.00 0.03 -0.06 0.00
I -2.82967 2.95241 2.46631 -0.03 0.00 -0.03 0.00
H 1.61839 4.36497 1.73334 -0.01 0.00 -0.02 0.00
H 0.36239 5.55093 1.80123 0.00 0.00 0.00 0.00
H -2.01865 3.83195 0.08598 0.00 0.04 -0.02 0.00
H -1.84027 5.13829 1.27186 -0.01 0.00 0.03 0.00
```
Forces are in eV/Å.